The following is a quantum chemistry calculation of an isolated ion of composition H3O3SSi and charge -1, from OMol25.

Properties
LUMO level	4.04	eV
HOMO-LUMO gap	8.9	eV
total charge	-1
HOMO energy	-4.91	eV
structure (SMILES)	O=S(=O)([O-])[SiH3]

Each line ends with the natural charge from an NBO analysis.
Element x y z (Å)
O: 1.79 -0.31 1.41  -1.00
O: 1.76 1.41 -0.36  -1.00
O: 1.70 -1.00 -0.96  -1.00
Si: -1.10 0.01 0.02  0.33
S: 1.44 0.03 0.03  2.23
H: -1.90 -0.43 1.19  -0.19
H: -1.74 -0.98 -0.87  -0.20
H: -1.96 1.26 -0.48  -0.18